[1]
Formula: C4H10FOP
Source: the Open Molecules 2025 dataset
Level of theory: wB97M-V/def2-TZVPD

Geometry as XYZ:
```
17
Properties=species:S:1:pos:R:3
C -2.029 -0.294 -0.930
C -0.893 0.130 -0.074
C -1.402 0.038 1.442
O 0.143 -0.745 -0.264
P 1.766 -0.158 -0.540
C 3.459 0.377 0.066
F 3.995 -0.423 0.959
H -1.961 -0.299 -1.957
H -2.211 -1.304 -0.738
H -2.923 0.349 -0.646
H -0.616 1.178 -0.323
H -2.059 0.816 1.786
H -0.586 0.305 2.130
H -1.836 -0.945 1.530
H 2.175 -1.231 -1.430
H 1.520 0.723 -1.440
H 3.458 1.483 0.428
```

Calculated values
Total charge: 0
HOMO-LUMO gap, eV: 8.7
HOMO level, eV: -8.22
SMILES string: CC(C)O[PH2]=CF
E_tot, a.u.: -674.727069
Energy relative to the best compared isomer or geometry (same formula, charge and spin), kcal/mol: 120.6

Results of the Löwdin charge analysis, in e, for atoms 1 through 5: -0.07, -0.57, -0.04, -0.37, 0.93


[2]
Formula: C4H10FPS
Source: the Open Molecules 2025 dataset
Level of theory: wB97M-V/def2-TZVPD

Geometry as XYZ:
```
17
Properties=species:S:1:pos:R:3
C 0.009 2.033 0.342
C -1.681 -1.578 -0.236
C -0.316 0.625 -0.056
C 2.465 0.256 -0.522
F 2.567 1.280 0.444
P 2.119 -1.386 0.142
S -1.228 -0.336 1.020
H 0.803 2.453 -0.356
H -0.947 2.699 0.338
H 0.397 2.130 1.450
H -0.865 -1.950 -0.953
H -2.503 -1.102 -0.817
H -2.210 -2.305 0.305
H -0.377 0.332 -1.012
H 2.395 0.503 -1.545
H 2.558 -1.244 1.458
H 3.210 -2.151 -0.328
```

Calculated values
Total charge: 0
HOMO-LUMO gap (alpha / beta), eV: 7.1 / 8.3
HOMO level (alpha / beta), eV: -6.79 / -7.71
E_tot, a.u.: -997.622428
Energy relative to the best compared isomer or geometry (same formula, charge and spin), kcal/mol: 139.9

Results of the Löwdin charge analysis, in e, for atoms 1 through 5: -0.21, -0.41, -0.63, -0.39, -0.15


[3]
Formula: C4H10GaO3
Source: the Open Molecules 2025 dataset
Level of theory: wB97M-V/def2-TZVPD

Geometry as XYZ:
```
18
Properties=species:S:1:pos:R:3
C 1.936 0.045 -0.110
O 1.417 -0.994 -0.992
C 0.609 -1.973 -0.387
C -0.856 -1.570 -0.200
O -1.101 -0.540 0.707
H 2.251 0.849 -0.798
H 2.887 -0.342 0.320
H 1.047 -2.294 0.580
H 0.631 -2.858 -1.045
H -1.398 -2.496 0.091
H -1.234 -1.287 -1.205
Ga 0.384 0.404 1.149
O -0.067 2.134 1.431
H -0.486 2.536 2.197
C -0.394 2.925 0.185
H -1.385 3.118 -0.245
H -0.157 3.952 0.494
H 0.137 2.453 -0.653
```

Calculated values
Total charge: +1
HOMO-LUMO gap, eV: 7.8
HOMO level, eV: -13.19
E_tot, a.u.: -2308.571179

Results of the Löwdin charge analysis, in e, for atoms 1 through 5: -0.15, -0.19, -0.24, -0.28, -0.18


[4]
Formula: C4H10N
Source: the Open Molecules 2025 dataset
Level of theory: wB97M-V/def2-TZVPD

Geometry as XYZ:
```
15
Properties=species:S:1:pos:R:3
C 0.579 -2.994 0.894
N -0.177 -2.046 1.574
H 0.626 -3.059 -0.175
H 0.812 -3.910 1.418
H -0.114 -2.175 2.570
H -0.107 -1.080 1.296
C -0.818 2.205 -1.638
C 0.280 1.396 -0.989
C 0.374 1.196 0.313
H -0.875 1.976 -2.697
H -0.722 3.270 -1.462
H -1.781 1.929 -1.212
H 1.083 1.141 -1.667
H 1.198 0.633 0.740
H -0.360 1.519 1.034
```

Calculated values
Total charge: 0
HOMO-LUMO gap (alpha / beta), eV: 7.6 / 11.0
Multiplicity: 2
HOMO level (alpha / beta), eV: -6.41 / -9.92
E_tot, a.u.: -213.057854
Energy relative to the best compared isomer or geometry (same formula, charge and spin), kcal/mol: 10.9

Results of the Löwdin charge analysis, in e, for atoms 1 through 5: -0.12, -0.03, 0.02, 0.02, 0.07


[5]
Formula: C4H10N
Source: the Open Molecules 2025 dataset
Level of theory: wB97M-V/def2-TZVPD

Geometry as XYZ:
```
15
Properties=species:S:1:pos:R:3
C 3.788 -0.125 -0.226
C 2.559 0.048 0.314
H 3.929 -1.128 -0.655
H 4.398 0.718 -0.437
H 1.867 -0.748 0.027
H 2.235 1.023 0.804
C -1.631 -0.486 0.829
C -2.826 0.363 -0.895
N -1.847 0.620 -0.157
H -2.182 -0.154 1.800
H -2.090 -1.349 0.424
H -0.618 -0.690 1.056
H -3.752 -0.068 -0.469
H -2.789 0.884 -1.879
H -1.038 1.090 -0.536
```

Calculated values
Total charge: +1
HOMO-LUMO gap, eV: 6.9
HOMO level, eV: -12.75
E_tot, a.u.: -212.790854
Energy relative to the best compared isomer or geometry (same formula, charge and spin), kcal/mol: 81.3

Results of the Löwdin charge analysis, in e, for atoms 1 through 5: -0.06, -0.12, 0.06, 0.04, 0.02


[6]
Formula: C4H10N
Source: the Open Molecules 2025 dataset
Level of theory: wB97M-V/def2-TZVPD

Geometry as XYZ:
```
15
Properties=species:S:1:pos:R:3
C 1.638 0.639 -0.753
N 1.891 -0.624 -0.695
H 1.978 1.372 -1.565
H 1.233 1.085 0.168
H 2.044 -1.165 0.223
H 2.402 -1.078 -1.524
C -1.257 1.092 0.221
C -0.869 -0.322 0.285
C -1.288 -1.351 1.061
H -2.186 1.284 -0.502
H -1.438 1.487 1.274
H -0.494 1.745 -0.213
H -0.649 -0.691 -0.760
H -0.742 -2.276 1.185
H -2.262 -1.197 1.593
```

Calculated values
Total charge: +1
HOMO-LUMO gap, eV: 6.8
HOMO level, eV: -12.65
E_tot, a.u.: -212.768570
Energy relative to the best compared isomer or geometry (same formula, charge and spin), kcal/mol: 95.2

Results of the Löwdin charge analysis, in e, for atoms 1 through 5: 0.11, 0.15, 0.17, 0.10, 0.20


[7]
Formula: C4H10N
Source: the Open Molecules 2025 dataset
Level of theory: wB97M-V/def2-TZVPD

Geometry as XYZ:
```
15
Properties=species:S:1:pos:R:3
C 1.766 -0.153 1.082
C 2.699 0.566 1.625
C -1.072 1.072 -0.475
C -0.583 -1.365 -0.601
N -0.673 -0.168 0.137
H 1.356 -1.232 1.161
H -1.116 -0.218 1.097
H 3.594 -0.033 1.979
H -2.022 1.176 -0.896
H -0.934 1.824 0.159
H -0.348 1.123 -1.333
H 0.420 -1.592 -0.908
H -1.022 -2.308 -0.076
H -1.250 -1.208 -1.484
H 2.873 1.620 1.869
```

Calculated values
Total charge: +1
HOMO-LUMO gap (alpha / beta), eV: 8.6 / 6.9
HOMO level (alpha / beta), eV: -14.68 / -13.80
E_tot, a.u.: -212.712348
Energy relative to the best compared isomer or geometry (same formula, charge and spin), kcal/mol: 130.5

Results of the Löwdin charge analysis, in e, for atoms 1 through 5: 0.19, 0.03, -0.06, -0.12, -0.14


[8]
Formula: C4H10N2
Source: the Open Molecules 2025 dataset
Level of theory: wB97M-V/def2-TZVPD

Geometry as XYZ:
```
16
Properties=species:S:1:pos:R:3
C 1.188 -0.420 -0.950
C 0.878 0.266 0.371
C -0.548 0.125 0.871
C -1.065 1.049 1.695
N -1.198 -1.069 0.585
N 0.692 0.263 -2.130
H 0.835 -1.459 -0.850
H 2.276 -0.483 -1.041
H 1.556 -0.138 1.132
H 1.086 1.340 0.302
H -2.054 1.036 2.134
H -0.494 1.971 1.813
H -2.084 -1.152 1.064
H -1.190 -1.401 -0.382
H 0.869 -0.295 -2.960
H -0.319 0.360 -2.106
```

Calculated values
Total charge: -1
HOMO-LUMO gap (alpha / beta), eV: 3.0 / 8.6
Multiplicity: 2
HOMO level (alpha / beta), eV: 1.28 / -4.47
E_tot, a.u.: -267.845981
Energy relative to the best compared isomer or geometry (same formula, charge and spin), kcal/mol: 0.0

Results of the Löwdin charge analysis, in e, for atoms 1 through 5: -0.51, -0.20, -0.52, -0.07, 0.02


[9]
Formula: C4H10N2
Source: the Open Molecules 2025 dataset
Level of theory: wB97M-V/def2-TZVPD

Geometry as XYZ:
```
16
Properties=species:S:1:pos:R:3
C 1.881 -1.196 0.021
C 1.057 0.048 -0.602
C -0.337 0.444 -0.037
N -0.342 0.732 1.406
C -1.496 0.287 -0.786
N -2.748 0.539 -0.169
H 2.844 -1.309 -0.457
H 2.042 -1.050 1.088
H 1.266 -2.057 -0.163
H 1.948 0.942 -0.705
H 0.885 -0.040 -1.741
H 0.649 0.842 1.684
H -0.443 -0.231 1.826
H -1.346 0.158 -1.842
H -3.120 1.494 -0.354
H -2.740 0.397 0.830
```

Calculated values
Total charge: 0
HOMO-LUMO gap, eV: 9.1
HOMO level, eV: -8.12
SMILES string: CC/C(N)=C/N
E_tot, a.u.: -267.852592
Energy relative to the best compared isomer or geometry (same formula, charge and spin), kcal/mol: 45.6

Results of the Löwdin charge analysis, in e, for atoms 1 through 5: -0.10, -0.23, -0.34, 0.03, -0.17


[10]
Formula: C4H10N2
Source: the Open Molecules 2025 dataset
Level of theory: wB97M-V/def2-TZVPD

Geometry as XYZ:
```
16
Properties=species:S:1:pos:R:3
C 0.612 0.859 -1.543
C -0.365 0.337 -0.522
N -0.154 -0.835 0.275
C -1.282 -1.742 0.380
N -0.273 0.463 0.896
C 1.063 0.908 1.421
H 1.596 0.415 -1.529
H 0.517 2.005 -1.693
H 0.361 0.499 -2.486
H -1.505 0.455 -0.904
H -1.086 -2.602 1.185
H -2.393 -1.464 0.395
H -1.324 -2.337 -0.496
H 0.894 1.453 2.450
H 1.658 0.011 1.502
H 1.681 1.574 0.667
```

Calculated values
Total charge: 0
HOMO-LUMO gap, eV: 10.3
HOMO level, eV: -9.18
SMILES string: CC1N(C)N1C
E_tot, a.u.: -267.789303
Energy relative to the best compared isomer or geometry (same formula, charge and spin), kcal/mol: 85.4

Results of the Löwdin charge analysis, in e, for atoms 1 through 5: -0.07, -0.39, -0.12, -0.13, -0.10


> E_tot of number 4 (C4H10N)?

-213.057854 a.u.


> What is the total charge in the eighth record?

-1


> The lowest E_tot belongs to which entry?

C4H10GaO3